{"formula": "C24H48GeN3S4SbSi4TeW", "method": "the ωB97M-V functional and the def2-TZVPD basis", "spin_multiplicity": 1, "total_charge": -2, "de_lowest_ev": 3.853, "orbital_gap_ev": [4.047, 4.046], "max_force_ev_per_a": 1.16, "lumo_ev": [3.0, 3.0], "symbols": ["W", "S", "Sb", "S", "S", "S", "C", "H", "H", "H", "C", "Si", "C", "C", "Si", "Te", "Si", "C", "C", "C", "Si", "C", "C", "C", "H", "H", "H", "H", "H", "H", "H", "H", "H", "H", "H", "H", "H", "H", "H", "H", "H", "H", "H", "H", "H", "H", "H", "H", "H", "H", "H", "C", "Ge", "C", "C", "C", "H", "H", "H", "H", "H", "H", "H", "H", "H", "H", "H", "N", "C", "C", "C", "C", "C", "C", "C", "N", "C", "C", "N", "C", "H", "H", "H", "H", "H", "H", "H"], "coordinates": [[0.19, 2.16, -0.77], [-1.09, 5.61, 2.38], [-0.36, 4.12, 0.83], [1.91, 3.22, 0.94], [-2.24, 2.77, -0.22], [0.22, 4.62, -1.44], [-0.93, 0.38, -1.53], [-0.35, -0.23, -2.23], [-1.81, 0.75, -2.06], [-1.31, -0.27, -0.74], [1.34, -3.27, 3.17], [-0.54, -3.13, 3.01], [-1.09, -3.83, 1.35], [-1.31, -4.28, 4.30], [-1.18, -0.91, 3.29], [-0.03, 0.85, 1.91], [-3.50, -0.73, 3.10], [-4.08, -1.51, 1.49], [-3.99, 1.08, 3.08], [-4.45, -1.57, 4.51], [-0.51, -0.11, 5.38], [-1.05, -1.28, 6.78], [-1.30, 1.56, 5.70], [1.36, 0.05, 5.50], [1.71, -4.20, 2.72], [1.63, -3.27, 4.23], [1.82, -2.43, 2.68], [-0.54, -4.74, 1.11], [-0.93, -3.12, 0.54], [-2.15, -4.07, 1.38], [-0.92, -5.29, 4.20], [-2.40, -4.32, 4.17], [-1.11, -3.93, 5.32], [-3.46, -1.14, 0.66], [-5.12, -1.23, 1.28], [-4.01, -2.60, 1.51], [-3.28, 1.66, 2.47], [-4.00, 1.51, 4.09], [-4.98, 1.21, 2.64], [-4.19, -2.63, 4.60], [-5.54, -1.50, 4.35], [-4.23, -1.08, 5.46], [-2.12, -1.52, 6.71], [-0.87, -0.82, 7.76], [-0.49, -2.21, 6.74], [-2.35, 1.45, 5.99], [-1.25, 2.18, 4.80], [-0.78, 2.09, 6.51], [1.84, -0.94, 5.51], [1.64, 0.58, 6.41], [1.73, 0.60, 4.64], [1.98, -1.06, -3.66], [2.22, -0.88, -1.69], [1.11, -2.21, -0.79], [4.09, -1.46, -1.42], [2.00, 0.92, -1.00], [1.95, -2.12, -3.92], [2.83, -0.62, -4.19], [1.06, -0.60, -4.01], [1.66, -3.14, -0.62], [0.20, -2.42, -1.36], [0.81, -1.79, 0.17], [4.29, -2.40, -1.93], [4.28, -1.60, -0.35], [4.79, -0.71, -1.78], [2.64, 1.60, -1.60], [2.53, 0.89, -0.04], [4.54, 2.62, -10.74], [3.91, 2.60, -9.78], [3.12, 2.59, -8.58], [1.92, 3.30, -8.52], [1.16, 3.28, -7.37], [1.58, 2.55, -6.26], [2.77, 1.83, -6.32], [3.54, 1.86, -7.47], [0.79, 2.53, -5.10], [-0.57, 2.82, -5.00], [-0.89, 2.67, -3.70], [0.24, 2.28, -3.00], [1.22, 2.22, -3.84], [1.60, 3.87, -9.38], [0.25, 3.86, -7.33], [3.08, 1.23, -5.48], [4.46, 1.30, -7.51], [-1.17, 3.08, -5.85], [-1.82, 2.81, -3.18], [2.24, 1.99, -3.59]]}



{"formula": "CH3NO3", "method": "the ωB97M-V functional and the def2-TZVPD basis", "spin_multiplicity": 1, "total_charge": 0, "smiles": "O=NO.C=O", "de_lowest_ev": 3.185, "orbital_gap_ev": 9.943, "max_force_ev_per_a": 4.57, "lumo_ev": 0.0, "symbols": ["O", "N", "O", "H", "C", "O", "H", "H"], "coordinates": [[-0.92, 1.12, 0.25], [-1.13, 0.08, -0.31], [-2.23, -0.64, 0.15], [-2.48, -1.45, -0.26], [1.68, 0.17, 0.07], [1.34, -0.95, 0.14], [2.35, 0.57, -0.85], [1.38, 1.08, 0.81]]}



{"formula": "C20H16AuNO5P", "method": "the ωB97M-V functional and the def2-TZVPD basis", "spin_multiplicity": 1, "total_charge": -1, "de_lowest_ev": 3.405, "orbital_gap_ev": [6.802, 6.774], "max_force_ev_per_a": 2.28, "lumo_ev": [2.2, 2.2], "symbols": ["Au", "N", "C", "C", "C", "C", "C", "C", "P", "C", "C", "C", "C", "C", "C", "C", "C", "C", "C", "C", "C", "H", "H", "H", "H", "H", "H", "H", "H", "H", "H", "H", "H", "H", "H", "H", "H", "O", "C", "O", "C", "O", "O", "O"], "coordinates": [[-0.53, -2.37, 1.44], [-2.51, -1.69, 0.61], [-2.65, -0.36, 0.08], [-3.92, 0.11, -0.23], [-4.10, 1.38, -0.75], [-3.00, 2.19, -0.98], [-1.73, 1.73, -0.66], [-1.53, 0.46, -0.12], [0.16, -0.11, 0.34], [0.97, -0.11, -1.30], [1.42, 1.02, -1.99], [1.98, 0.90, -3.25], [2.11, -0.35, -3.84], [1.67, -1.48, -3.16], [1.12, -1.37, -1.90], [0.80, 1.35, 1.21], [-0.01, 2.06, 2.10], [0.52, 3.08, 2.88], [1.86, 3.40, 2.79], [2.68, 2.68, 1.93], [2.16, 1.66, 1.15], [-3.03, -1.80, 1.49], [-2.78, -2.40, -0.06], [-4.77, -0.53, -0.05], [-5.10, 1.73, -0.99], [-3.12, 3.19, -1.39], [-0.88, 2.38, -0.82], [1.34, 2.00, -1.53], [2.33, 1.78, -3.77], [2.55, -0.44, -4.82], [1.78, -2.46, -3.61], [0.80, -2.26, -1.36], [-1.06, 1.81, 2.19], [-0.13, 3.61, 3.57], [2.28, 4.19, 3.40], [3.74, 2.91, 1.87], [2.81, 1.10, 0.49], [2.70, -4.88, 1.84], [1.68, -4.29, 1.55], [1.29, -3.20, 2.13], [0.78, -4.84, 0.39], [1.08, -5.88, -0.17], [-0.26, -4.11, 0.07], [-1.50, -1.80, 3.24]]}



{"formula": "C48H50Cl2N3O2S3SeW", "method": "the ωB97M-V functional and the def2-TZVPD basis", "spin_multiplicity": 1, "total_charge": -1, "orbital_gap_ev": [5.335, 5.332], "max_force_ev_per_a": 2.50, "lumo_ev": [0.6, 0.6], "symbols": ["W", "C", "C", "C", "C", "C", "C", "C", "N", "C", "C", "C", "C", "C", "C", "O", "C", "C", "C", "C", "C", "C", "C", "C", "C", "O", "C", "C", "C", "C", "C", "C", "H", "H", "H", "H", "H", "H", "H", "H", "H", "H", "H", "H", "H", "H", "H", "H", "H", "H", "H", "H", "H", "H", "H", "H", "H", "H", "H", "H", "H", "H", "H", "H", "H", "H", "H", "H", "H", "H", "H", "H", "Cl", "C", "C", "C", "C", "C", "Cl", "C", "S", "H", "H", "H", "S", "C", "C", "C", "C", "N", "C", "C", "C", "S", "C", "N", "H", "H", "Se", "C", "C", "C", "C", "C", "C", "H", "H", "H", "H", "H"], "coordinates": [[1.48, -1.04, 0.45], [-5.63, 0.39, -0.12], [-5.13, 0.30, 1.33], [-6.17, -0.47, 2.15], [-5.02, 1.70, 1.94], [-3.75, -0.36, 1.35], [-2.71, 0.24, 0.67], [-1.43, -0.33, 0.67], [-0.28, 0.09, 0.06], [-0.12, 1.09, -0.87], [-0.89, 2.23, -1.10], [-0.58, 3.11, -2.12], [0.49, 2.81, -2.96], [1.33, 1.73, -2.74], [1.09, 0.92, -1.62], [1.93, 0.01, -1.16], [2.52, 1.44, -3.64], [2.50, 2.27, -4.93], [2.50, -0.04, -4.05], [3.80, 1.76, -2.86], [-1.37, 4.41, -2.25], [-1.18, 5.22, -0.96], [-0.89, 5.28, -3.42], [-2.85, 4.10, -2.47], [-1.23, -1.59, 1.32], [-0.02, -2.09, 1.18], [-2.29, -2.20, 2.02], [-3.51, -1.55, 2.03], [-2.09, -3.51, 2.77], [-1.01, -3.29, 3.84], [-1.65, -4.61, 1.80], [-3.36, -4.00, 3.46], [-6.62, 0.84, -0.15], [-5.68, -0.61, -0.55], [-4.96, 0.99, -0.73], [-7.12, 0.07, 2.13], [-5.87, -0.56, 3.19], [-6.35, -1.47, 1.74], [-5.99, 2.19, 1.95], [-4.33, 2.33, 1.37], [-4.65, 1.64, 2.96], [-2.89, 1.14, 0.11], [-1.70, 2.47, -0.42], [0.71, 3.46, -3.78], [1.57, 2.12, -5.47], [3.32, 1.94, -5.57], [2.64, 3.33, -4.73], [1.58, -0.27, -4.57], [2.58, -0.69, -3.18], [3.34, -0.26, -4.71], [3.84, 2.83, -2.62], [4.68, 1.50, -3.44], [3.83, 1.20, -1.93], [-0.12, 5.33, -0.73], [-1.66, 4.73, -0.11], [-1.62, 6.21, -1.07], [0.15, 5.57, -3.29], [-1.49, 6.19, -3.46], [-1.01, 4.77, -4.37], [-3.24, 3.46, -1.69], [-2.99, 3.60, -3.42], [-3.43, 5.02, -2.48], [-4.32, -1.99, 2.57], [-0.05, -3.09, 3.39], [-0.91, -4.18, 4.47], [-1.27, -2.45, 4.47], [-0.73, -4.34, 1.29], [-2.42, -4.78, 1.05], [-1.49, -5.54, 2.34], [-3.72, -3.29, 4.21], [-3.15, -4.94, 3.98], [-4.15, -4.19, 2.74], [2.01, -3.89, 0.84], [1.16, -4.78, -0.38], [1.03, -6.15, -0.28], [0.34, -6.84, -1.26], [-0.22, -6.16, -2.33], [-0.09, -4.79, -2.41], [-0.76, -3.95, -3.75], [0.61, -4.05, -1.44], [0.83, -2.35, -1.64], [1.47, -6.66, 0.56], [0.25, -7.92, -1.20], [-0.76, -6.69, -3.11], [2.06, 1.33, 1.23], [1.76, 1.44, 2.93], [1.63, 2.69, 3.51], [1.51, 2.83, 4.89], [1.42, 4.12, 5.45], [1.34, 5.18, 5.87], [1.50, 1.66, 5.71], [1.58, 0.41, 5.11], [1.71, 0.28, 3.74], [1.83, -1.30, 3.02], [1.42, 1.77, 7.10], [1.37, 1.84, 8.25], [1.65, 3.57, 2.88], [1.57, -0.48, 5.73], [3.95, -1.43, 0.58], [5.18, -0.82, -0.82], [5.26, -1.47, -2.04], [6.21, -1.08, -2.96], [7.08, -0.03, -2.68], [6.98, 0.63, -1.46], [6.04, 0.24, -0.53], [4.59, -2.29, -2.26], [6.28, -1.59, -3.91], [7.83, 0.25, -3.39], [7.64, 1.46, -1.24], [5.95, 0.74, 0.42]]}



{"formula": "C22H18FeN3O4S", "method": "the ωB97M-V functional and the def2-TZVPD basis", "spin_multiplicity": 6, "total_charge": 2, "de_lowest_ev": 0.051, "s2": 8.7966, "orbital_gap_ev": [5.380, 3.798], "max_force_ev_per_a": 2.46, "lumo_ev": [-7.5, -9.1], "symbols": ["Fe", "N", "C", "C", "C", "C", "C", "C", "S", "N", "C", "C", "C", "C", "C", "C", "N", "H", "H", "H", "H", "H", "H", "H", "H", "H", "C", "O", "C", "C", "C", "C", "C", "C", "O", "C", "O", "C", "H", "H", "H", "H", "H", "H", "H", "H", "H", "O", "C"], "coordinates": [[-0.09, 0.27, -1.37], [3.41, -1.56, 0.68], [3.98, -0.91, 1.75], [5.09, -1.44, 2.41], [5.64, -0.78, 3.48], [5.09, 0.43, 3.94], [3.99, 0.97, 3.31], [3.44, 0.31, 2.21], [2.07, 0.99, 1.41], [1.74, -0.01, 0.17], [2.37, -1.15, -0.07], [1.92, -1.97, -1.18], [2.48, -3.20, -1.55], [1.93, -3.92, -2.59], [0.83, -3.42, -3.26], [0.34, -2.19, -2.86], [0.87, -1.48, -1.87], [3.84, -2.45, 0.43], [5.51, -2.38, 2.06], [6.50, -1.20, 3.98], [5.53, 0.93, 4.79], [3.55, 1.90, 3.65], [3.34, -3.59, -1.02], [2.35, -4.87, -2.87], [0.36, -3.96, -4.07], [-0.52, -1.74, -3.36], [-5.02, 4.90, -1.66], [-5.46, 3.86, -0.80], [-4.65, 2.86, -0.51], [-5.17, 1.87, 0.35], [-4.41, 0.79, 0.69], [-3.10, 0.61, 0.19], [-2.33, -0.58, 0.45], [-2.76, -1.59, 1.47], [-1.25, -0.83, -0.15], [-2.56, 1.64, -0.65], [-1.33, 1.58, -1.10], [-3.35, 2.75, -0.98], [-5.85, 5.59, -1.74], [-4.79, 4.51, -2.65], [-4.15, 5.42, -1.25], [-6.18, 1.99, 0.72], [-4.85, 0.05, 1.34], [-3.76, -1.43, 1.87], [-2.05, -1.56, 2.30], [-2.69, -2.58, 1.03], [-2.90, 3.50, -1.61], [1.93, 1.82, -3.02], [1.12, 1.27, -2.48]]}



{"formula": "C21H18N4OsS5", "method": "the ωB97M-V functional and the def2-TZVPD basis", "spin_multiplicity": 5, "total_charge": 2, "de_lowest_ev": 0.000, "s2": 6.0530, "orbital_gap_ev": [7.682, 5.871], "max_force_ev_per_a": 1.23, "lumo_ev": [-5.6, -8.4], "symbols": ["Os", "C", "N", "C", "C", "C", "C", "C", "C", "N", "C", "C", "C", "C", "C", "C", "N", "C", "C", "C", "C", "C", "N", "H", "H", "H", "H", "H", "H", "H", "H", "H", "H", "H", "H", "H", "H", "H", "H", "H", "H", "S", "C", "S", "C", "C", "S", "S", "S"], "coordinates": [[-0.15, 0.49, 0.63], [-0.04, -2.59, -0.60], [0.62, -1.33, -0.96], [0.15, -0.79, -2.24], [0.49, 0.67, -2.33], [0.82, 1.28, -3.53], [1.13, 2.63, -3.55], [1.11, 3.34, -2.36], [0.76, 2.67, -1.20], [0.44, 1.37, -1.19], [2.08, -1.43, -0.91], [2.73, -0.57, 0.14], [4.11, -0.54, 0.23], [4.72, 0.22, 1.22], [3.91, 0.92, 2.11], [2.55, 0.84, 1.96], [1.96, 0.12, 0.99], [-1.51, -2.39, -0.38], [-2.42, -3.41, -0.67], [-3.76, -3.20, -0.43], [-4.17, -1.98, 0.09], [-3.20, -1.02, 0.34], [-1.91, -1.22, 0.11], [0.40, -2.94, 0.34], [0.13, -3.36, -1.35], [-0.93, -0.92, -2.31], [0.59, -1.33, -3.09], [0.83, 0.69, -4.44], [1.39, 3.11, -4.48], [1.37, 4.39, -2.33], [0.71, 3.20, -0.26], [2.51, -1.16, -1.88], [2.38, -2.47, -0.72], [4.70, -1.12, -0.46], [5.79, 0.26, 1.30], [4.34, 1.52, 2.90], [1.89, 1.36, 2.65], [-2.06, -4.35, -1.07], [-4.49, -3.97, -0.64], [-5.21, -1.77, 0.29], [-3.48, -0.05, 0.74], [-4.64, 3.01, 5.74], [-3.65, 2.43, 4.58], [-3.64, 3.04, 2.95], [-2.41, 1.99, 2.35], [-1.86, 1.10, 3.26], [-0.60, -0.01, 2.90], [-2.50, 1.16, 4.87], [-1.93, 2.11, 0.71]]}



Question: What is the formula in the first record?
Answer: C24H48GeN3S4SbSi4TeW